The following is a quantum chemistry calculation of the ion C9H18NO2 with charge +1, from OMol25.

Cartesian coordinates (Å):
1 C 0.46 2.50 0.24
2 N 0.23 1.47 -0.80
3 C 0.00 0.10 -0.27
4 C 1.28 -0.53 0.20
5 O 1.37 -1.59 0.76
6 O 2.33 0.24 -0.14
7 C 3.64 -0.24 0.18
8 C -1.00 -0.77 -1.04
9 C -0.74 -2.22 -1.32
10 C -1.38 -0.23 0.31
11 C -2.43 0.85 0.35
12 C -1.47 -1.15 1.51
13 H -0.39 2.54 0.92
14 H 1.35 2.25 0.81
15 H 0.60 3.48 -0.22
16 H 1.07 1.44 -1.40
17 H -0.58 1.74 -1.37
18 H 4.23 -0.22 -0.73
19 H 3.58 -1.26 0.56
20 H 4.07 0.41 0.93
21 H -1.46 -0.26 -1.88
22 H -0.19 -2.70 -0.51
23 H -0.17 -2.34 -2.24
24 H -1.69 -2.74 -1.44
25 H -2.33 1.47 1.24
26 H -3.41 0.37 0.42
27 H -2.45 1.49 -0.53
28 H -1.53 -0.56 2.42
29 H -0.63 -1.82 1.59
30 H -2.38 -1.74 1.43

Calculated values
Max |F|: 0.8 eV Å⁻¹
E_tot: -558.71309 Ha
Energy relative to the best compared isomer or geometry (same formula, charge and spin): 0.0 kcal/mol
Net charge: +1
Kohn-Sham gap: 11.287 eV
Multiplicity: 1
Structure (SMILES): C[NH2+][C@]1(C(=O)OC)[C@@H](C)C1(C)C

Here are the natural (NBO) charges for atoms 1 to 5, given in e: number 1, C, carries -0.424; number 2, N, carries -0.492; number 3, C, carries -0.039; number 4, C, carries 0.793; number 5, O, carries -0.555